Run 1
67
Properties=species:S:1:pos:R:3:lowdin_spin:R:1 method="wB97M-V/def2-TZVPD" multiplicity=5 gap_ev="4.948 / 6.839" lumo_ha="0.08073 / 0.07465" total_charge=-1
Cr 0.676 0.171 -0.195 2.84
Cl 6.541 1.772 -3.457 0.00
C 5.003 1.907 -2.648 0.00
C 4.371 0.747 -2.222 0.00
C 3.149 0.823 -1.569 0.00
N 2.356 -0.262 -1.159 -0.01
C 2.704 -1.551 -1.244 0.01
O 3.767 -2.058 -1.590 0.02
C 1.527 -2.448 -0.901 0.01
C 1.597 -3.813 -1.101 0.00
C 0.470 -4.582 -0.876 0.01
C -0.697 -3.953 -0.473 0.00
C -0.687 -2.583 -0.293 0.01
N 0.403 -1.845 -0.491 0.00
C 2.563 2.083 -1.285 0.00
C 3.197 3.230 -1.758 0.00
C 4.409 3.138 -2.429 0.00
Cl 5.156 4.611 -2.985 0.00
N 1.418 2.055 -0.476 0.00
C 0.616 3.154 -0.381 0.01
O 0.485 4.021 -1.239 0.01
C -0.217 3.307 0.888 0.00
C -1.220 4.269 0.899 0.01
C -1.935 4.474 2.066 0.00
C -1.617 3.721 3.184 0.01
C -0.600 2.783 3.076 0.00
N 0.088 2.577 1.957 0.01
H 4.824 -0.216 -2.393 0.00
H 2.543 -4.220 -1.433 0.00
H 0.492 -5.656 -1.021 0.00
H -1.604 -4.508 -0.280 0.00
H -1.573 -2.052 0.028 0.00
H 2.745 4.196 -1.607 0.00
H -1.414 4.826 -0.008 0.00
H -2.731 5.207 2.100 0.00
H -2.138 3.854 4.125 0.00
H -0.319 2.170 3.928 0.00
Br -0.792 -2.620 6.536 0.00
C -0.077 -1.835 4.948 0.00
C 1.300 -1.830 4.747 0.08
C 1.800 -1.291 3.576 0.01
C 0.973 -0.750 2.574 0.06
O 1.528 -0.288 1.483 0.08
C -0.438 -0.725 2.821 0.02
C -1.397 -0.144 1.931 0.29
N -1.129 0.350 0.713 0.05
C -2.114 0.868 -0.080 0.05
C -3.405 1.249 0.316 0.10
C -4.309 1.742 -0.630 0.01
C -3.993 1.848 -1.970 0.11
C -2.704 1.458 -2.417 0.00
C -2.282 1.486 -3.758 0.05
C -0.997 1.115 -4.085 0.01
C -0.126 0.709 -3.080 0.06
N -0.503 0.632 -1.812 0.00
C -1.763 0.997 -1.465 0.00
C -0.927 -1.293 4.018 0.07
H 1.964 -2.241 5.496 0.01
H 2.867 -1.276 3.388 0.00
H -2.427 -0.150 2.271 0.02
H -3.693 1.195 1.357 0.01
H -5.291 2.057 -0.295 0.00
H -4.711 2.231 -2.687 0.01
H -2.982 1.805 -4.523 0.00
H -0.646 1.149 -5.108 0.00
H 0.905 0.448 -3.290 0.00
H -1.996 -1.297 4.198 0.00

Run 2
67
Properties=species:S:1:pos:R:3:lowdin_spin:R:1 method="wB97M-V/def2-TZVPD" multiplicity=5 gap_ev="5.933 / 6.309" lumo_ha="0.07516 / 0.06744" total_charge=-1
Cr -0.039 0.843 0.290 2.84
Cl -4.900 4.211 -3.202 0.00
C -3.713 3.014 -2.761 0.00
C -2.921 3.247 -1.644 0.00
C -1.970 2.317 -1.258 0.00
N -1.174 2.435 -0.106 0.00
C -1.198 3.453 0.753 0.01
O -1.808 4.521 0.715 0.02
C -0.351 3.150 1.989 0.01
C -0.293 4.036 3.050 0.00
C 0.436 3.677 4.170 0.01
C 1.089 2.453 4.199 0.00
C 0.994 1.625 3.095 0.01
N 0.285 1.974 2.025 0.00
C -1.772 1.121 -2.002 0.00
C -2.596 0.907 -3.106 0.00
C -3.551 1.847 -3.479 0.00
Cl -4.539 1.503 -4.873 0.00
N -0.731 0.275 -1.563 0.00
C -0.270 -0.734 -2.351 0.01
O -0.807 -1.194 -3.356 0.01
C 1.072 -1.340 -1.964 0.02
C 2.023 -1.827 -3.060 0.05
C 1.847 -3.255 -3.435 0.33
C 1.494 -4.144 -2.448 0.03
C 1.213 -3.700 -1.155 0.32
N 0.998 -2.367 -0.889 0.13
H -3.040 4.154 -1.074 0.00
H -0.826 4.971 2.958 0.00
H 0.495 4.346 5.020 0.00
H 1.669 2.138 5.056 0.00
H 1.492 0.665 3.039 0.00
H -2.491 0.003 -3.678 0.00
H 2.025 -1.147 -3.912 0.00
H 2.067 -3.590 -4.440 0.02
H 1.451 -5.207 -2.649 -0.01
H 1.098 -4.380 -0.319 0.02
Br 5.614 -1.734 -3.642 0.00
C 4.355 -0.719 -2.629 0.01
C 4.493 0.589 -2.456 0.00
C 3.528 1.377 -1.698 0.01
C 2.457 0.824 -1.086 0.00
O 1.587 1.550 -0.428 0.02
C 2.230 -0.664 -1.161 0.01
C 1.790 -1.512 0.055 0.03
N 0.877 -0.822 0.914 0.01
C 0.161 -1.608 1.761 0.00
C 0.539 -2.822 2.320 0.01
C -0.303 -3.494 3.229 0.00
C -1.538 -3.026 3.583 0.01
C -2.004 -1.832 2.978 0.00
C -3.293 -1.289 3.179 0.01
C -3.692 -0.179 2.493 0.00
C -2.797 0.422 1.588 0.02
N -1.586 -0.043 1.402 -0.01
C -1.167 -1.150 2.081 0.00
C 3.207 -1.481 -2.081 0.02
H 5.342 1.099 -2.896 0.00
H 3.651 2.450 -1.635 0.00
H 2.588 -2.057 0.572 0.00
H 1.497 -3.256 2.069 0.00
H 0.049 -4.425 3.660 0.00
H -2.171 -3.562 4.278 0.00
H -3.968 -1.779 3.873 0.00
H -4.679 0.242 2.620 0.00
H -3.078 1.292 1.006 0.00
H 3.555 -2.392 -1.588 0.00

Name the most stable of them. run 1.

Run 1
59
Properties=species:S:1:pos:R:3:nbo_charge:R:1 method="wB97M-V/def2-TZVPD" gap_ev=7.682 lumo_ha=-0.10398 total_charge=+1
C -0.078 -0.722 0.410 -0.25
C 0.824 0.503 0.122 -0.47
C 2.134 0.296 -0.605 0.17
C 3.141 -0.431 -0.057 -0.55
N 2.084 0.791 -1.847 -0.81
N -0.302 -1.229 -1.012 -0.76
H 0.400 -1.450 1.138 0.28
H -1.026 -0.395 0.964 0.23
H 0.243 1.257 -0.280 0.20
H 1.139 0.911 1.092 0.27
H 4.183 -0.603 -0.384 0.22
H 2.931 -1.000 0.844 0.21
H 2.942 0.739 -2.299 0.39
H 1.453 1.452 -2.219 0.41
H 0.670 -1.047 -1.549 0.51
H -0.580 -2.147 -1.219 0.44
H -0.903 -0.669 -1.644 0.46
H -1.206 0.330 -4.878 0.51
H 0.120 1.394 -4.556 0.52
O -0.172 0.455 -4.913 -1.00
H -1.316 4.389 1.466 0.46
H 0.110 4.279 0.704 0.50
O -0.744 4.834 0.880 -0.99
H 2.070 0.263 4.068 0.50
H 0.522 0.038 3.578 0.50
O 1.417 -0.151 3.443 -1.00
H 2.305 3.883 0.792 0.50
H 1.616 3.188 1.984 0.49
O 1.532 3.359 1.089 -0.95
H -2.385 -1.225 2.573 0.51
H -3.276 -0.145 3.237 0.47
O -2.372 -0.394 3.166 -0.99
H 0.213 3.756 -3.136 0.49
H -1.044 2.825 -3.046 0.50
O -0.135 2.893 -3.342 -1.00
H 0.903 -3.601 2.802 0.49
H -0.507 -4.132 2.540 0.47
O 0.161 -3.361 2.294 -0.97
H -3.003 -0.670 -2.833 0.48
H -2.655 0.770 -2.707 0.49
O -2.269 -0.051 -2.905 -0.95
H 0.169 -2.052 -4.254 0.49
H 0.373 -0.594 -3.836 0.50
O 0.188 -1.429 -3.415 -1.01
H -2.270 3.189 -1.212 0.49
H -3.126 3.535 -2.311 0.49
O -2.496 2.894 -2.048 -0.96
H -2.904 -2.731 0.532 0.48
H -4.069 -2.046 1.123 0.47
O -3.214 -2.182 1.295 -0.93
H -0.924 1.696 4.442 0.47
H -0.886 0.433 5.148 0.48
O -0.211 1.098 4.909 -0.94
H 2.988 -2.918 2.858 0.48
H 2.007 -2.342 3.939 0.49
O 2.526 -3.073 3.721 -0.96
H 1.525 -4.024 -1.919 0.48
H 0.348 -4.721 -1.424 0.47
O 0.835 -3.916 -1.303 -0.94

Run 2
59
Properties=species:S:1:pos:R:3:nbo_charge:R:1 method="wB97M-V/def2-TZVPD" gap_ev=10.325 lumo_ha=-0.08452 total_charge=+1
C 1.117 1.738 1.490 -0.10
O 2.523 1.596 1.480 -0.76
C 0.556 0.635 0.621 -0.04
C -0.951 0.465 0.655 -0.46
C -1.344 -0.435 -0.552 -0.25
N -2.483 0.044 -1.360 -0.86
N 1.237 -0.651 1.136 -0.72
H 0.799 1.611 2.530 0.17
H 0.791 2.692 1.075 0.25
H 2.952 2.455 1.435 0.52
H 0.877 0.654 -0.420 0.23
H -1.287 0.073 1.621 0.21
H -1.464 1.428 0.743 0.23
H -0.535 -0.662 -1.246 0.21
H -1.687 -1.358 -0.093 0.20
H -3.373 -0.321 -1.066 0.38
H -2.378 1.045 -1.422 0.36
H 2.186 -0.264 1.232 0.48
H 1.129 -1.298 0.357 0.45
H 0.693 -1.007 1.920 0.45
H -0.296 -2.988 -0.133 0.48
H -0.126 -4.458 -0.367 0.49
O 0.151 -3.608 -0.725 -0.96
H 0.845 0.808 -3.787 0.51
H 2.184 1.383 -4.311 0.48
O 1.782 0.969 -3.540 -1.01
H 3.824 2.941 -2.240 0.49
H 2.320 2.615 -2.465 0.50
O 2.939 3.296 -2.174 -0.98
H -3.444 1.617 0.341 0.46
H -4.759 2.184 0.595 0.48
O -3.954 1.966 1.084 -0.95
H 2.317 4.916 0.191 0.49
H 1.767 3.881 -0.734 0.50
O 1.837 4.079 0.221 -0.98
H 2.759 -1.785 3.289 0.46
H 2.309 -2.964 2.448 0.48
O 3.104 -2.509 2.757 -0.95
H -1.616 2.713 -4.421 0.48
H -2.630 3.320 -3.533 0.48
O -2.214 2.466 -3.703 -0.96
H -3.099 1.012 4.712 0.49
H -2.985 0.911 3.240 0.48
O -2.648 0.483 4.042 -0.97
H 3.167 -3.887 0.969 0.49
H 2.253 -3.607 -0.257 0.49
O 2.262 -3.939 0.644 -0.98
H 1.953 -0.978 -2.688 0.51
H 1.428 -2.221 -1.919 0.49
O 1.935 -1.408 -1.825 -0.99
H -0.949 -0.822 -4.524 0.50
H -1.409 0.392 -3.524 0.52
O -0.717 -0.024 -4.050 -1.00
H -1.140 -3.009 2.679 0.51
H -0.053 -3.805 1.884 0.49
O -0.339 -2.915 2.120 -1.01
H -2.714 -1.138 2.820 0.49
H -2.641 -2.229 3.849 0.48
O -2.760 -2.099 2.900 -0.95

Name the most stable of them. run 2.